Formula: C28H34N7O2
Source: OMol25
Level of theory: wB97M-V/def2-TZVPD

Last column: Mulliken charge in e.
CARTESIAN COORDINATES (ANGSTROEM)
C -1.805 -6.182 3.466  -0.6460
C -1.485 -5.024 3.263  -0.8722
C -2.092 -4.186 2.341  1.2181
O -3.059 -4.422 1.585  -0.6928
N -1.622 -2.769 2.047  -0.1015
C -1.806 -1.538 1.446  0.3188
C -0.694 -0.732 1.084  -1.0447
C -0.727 0.156 0.177  -0.0045
N 0.375 0.895 -0.274  0.0484
C 1.595 0.698 -0.054  0.3848
N 2.586 1.535 -0.543  -0.2410
C 3.886 1.440 -0.616  0.7258
C 4.159 0.441 -0.003  0.0826
C 3.444 -0.541 0.805  -1.2710
N 2.090 -0.410 0.522  -0.4295
H 3.767 -1.232 1.361  0.6414
H 5.212 0.367 0.243  0.1563
C 4.534 2.582 -1.142  0.0577
C 5.926 2.392 -1.175  -1.2563
N 6.392 3.677 -1.780  0.1610
C 5.289 4.293 -2.457  -0.0552
C 5.315 5.553 -2.988  -0.8078
C 3.997 5.886 -3.368  -0.2134
C 2.835 5.349 -2.894  -0.9021
C 2.970 3.883 -2.427  0.7424
C 4.046 3.549 -1.912  0.7315
H 1.821 3.695 -2.041  -0.1328
H 1.887 5.513 -3.281  0.4514
H 3.852 6.948 -3.998  0.1738
H 6.009 6.022 -3.397  0.6128
C 7.781 3.917 -2.110  -1.0607
H 7.915 4.984 -1.834  0.3574
H 8.379 3.272 -1.587  0.4036
H 7.867 4.118 -3.264  0.2826
H 6.625 1.958 -0.775  0.5454
H 0.194 1.633 -0.577  -0.1168
C -2.063 0.615 -0.132  -0.0833
C -3.174 0.157 0.703  -0.4148
C -3.024 -1.173 1.208  0.3771
N -4.049 -1.828 1.725  0.6393
C -5.561 -1.633 0.993  -1.6644
C -5.926 -2.938 0.820  -0.2764
N -5.001 -3.924 0.078  0.4153
C -4.658 -3.556 -1.309  -0.9430
H -3.998 -2.721 -1.336  0.3450
H -5.602 -3.750 -1.943  0.3121
H -4.006 -4.382 -1.579  0.4560
C -5.698 -5.386 0.171  -0.9765
H -5.721 -5.797 1.140  0.3435
H -4.559 -6.016 -0.119  0.2778
H -6.347 -5.635 -0.500  0.5089
H -4.163 -4.009 0.731  0.3760
H -6.987 -3.221 -0.085  0.3915
H -6.541 -3.440 1.634  0.3838
H -6.317 -1.057 1.490  0.3129
H -5.211 -1.230 0.135  0.6150
C -4.440 -1.858 2.967  -1.0952
H -3.407 -1.875 3.598  0.2887
H -4.984 -2.806 3.407  0.1808
H -5.069 -0.902 3.691  0.2387
H -4.234 0.423 0.217  0.3695
O -2.148 1.911 -0.603  -0.3129
C -3.367 2.440 -0.977  -1.2324
H -3.901 2.040 -1.524  0.6871
H -3.204 3.498 -1.481  0.2545
H -3.938 2.792 0.006  0.3137
H 0.252 -1.223 1.248  0.7581
H -0.593 -2.734 2.918  0.2000
H -0.491 -4.369 3.783  0.0776
H -1.306 -6.739 4.455  0.2226
H -2.557 -6.636 2.976  0.4061

2S+1: 1
Energy above the lowest of the compared OMol25 structures with the same formula, charge and spin, kJ/mol: 2553.9
LUMO energy, eV: -2.99
Total charge: +1

***

Formula: C19H20BF16O4
Source: OMol25
Level of theory: wB97M-V/def2-TZVPD

Last column: Mulliken charge in e.
CARTESIAN COORDINATES (ANGSTROEM)
O 9.658 2.949 4.634  -0.5318
B 8.981 1.806 4.230  0.4425
O 9.472 0.621 4.767  -0.6142
C 7.760 1.751 3.234  -0.3782
C 7.322 3.062 2.556  -1.0321
C 6.125 3.692 3.251  -0.9285
C 4.870 2.844 3.503  0.5755
C 4.496 1.829 2.624  -0.0195
C 3.366 1.052 2.851  -0.6959
C 2.582 1.274 3.979  -0.2804
C 2.940 2.274 4.877  -0.6885
C 4.067 3.048 4.633  -0.3771
H 9.032 3.554 5.041  0.2522
H 8.908 -0.100 4.469  0.3099
H 6.937 1.227 3.783  0.2576
H 8.068 1.037 2.451  0.1905
H 7.009 2.821 1.528  0.2749
H 6.391 4.127 4.229  0.2264
H 5.799 4.546 2.642  0.3588
H 5.117 1.639 1.754  0.1889
H 3.093 0.267 2.152  0.3790
H 1.717 0.650 4.169  0.4422
H 2.353 2.460 5.771  0.3546
H 4.357 3.837 5.322  0.2939
C -1.777 -1.741 0.227  -0.8183
C -2.595 -1.014 -0.847  0.9922
C -1.851 -0.441 -2.058  0.0357
F -0.947 0.482 -1.699  -0.2181
F -2.764 0.149 -2.873  -0.2624
F -3.379 -0.071 -0.290  -0.2829
F -3.424 -1.964 -1.389  -0.3164
O -1.416 -1.028 1.388  -0.4106
C -0.269 -0.274 1.455  0.7883
C -0.580 1.217 1.654  0.2234
F -1.424 1.636 0.682  -0.2341
F 0.548 1.936 1.580  -0.2027
F 0.521 -0.476 0.385  -0.2923
F 0.407 -0.697 2.542  -0.2937
H -2.453 -2.513 0.594  0.4132
H -0.922 -2.253 -0.216  0.3284
H -1.356 -1.242 -2.613  0.3237
H -1.053 1.377 2.625  0.2370
C -5.435 -1.702 -4.334  -0.2341
C -5.091 -1.990 -5.799  0.8151
C -6.071 -1.515 -6.875  0.1006
F -7.288 -2.073 -6.712  -0.2244
F -5.596 -1.884 -8.086  -0.2690
F -4.818 -3.300 -5.968  -0.2861
F -3.942 -1.294 -6.051  -0.3225
O -6.037 -2.738 -3.581  -0.3942
C -7.383 -2.944 -3.561  0.8054
C -7.775 -4.304 -4.158  0.2071
F -7.295 -4.440 -5.408  -0.2142
F -9.125 -4.381 -4.206  -0.2737
F -8.067 -1.939 -4.136  -0.2952
F -7.763 -2.996 -2.262  -0.3005
H -4.471 -1.558 -3.850  -0.0652
H -5.976 -0.761 -4.229  0.4141
H -6.165 -0.426 -6.849  0.2828
H -7.387 -5.107 -3.530  0.2429

2S+1: 1
Energy above the lowest of the compared OMol25 structures with the same formula, charge and spin, kJ/mol: 0.0
LUMO energy, eV: 1.64
Total charge: -1

***

Formula: C3H2N4O
Source: OMol25
Level of theory: wB97M-V/def2-TZVPD

Last column: Mulliken charge in e.
CARTESIAN COORDINATES (ANGSTROEM)
O -2.256 -0.062 0.686  -0.4957
C -1.203 0.074 0.025  0.6408
N -0.534 -1.107 -0.611  -0.2697
N 0.667 -1.351 -0.306  -0.0823
C 1.538 -0.686 0.411  0.0991
C 1.508 0.640 0.436  -0.2091
N 0.726 1.354 -0.356  -0.1410
N -0.503 1.183 -0.513  -0.1965
H 2.282 -1.477 0.693  0.3523
H 2.212 1.254 1.088  0.3021

2S+1: 1
SMILES: O=c1nnccnn1
Energy above the lowest of the compared OMol25 structures with the same formula, charge and spin, kJ/mol: 314.2
LUMO energy, eV: -1.30

***

Formula: C3H6O3
Source: OMol25
Level of theory: wB97M-V/def2-TZVPD

Last column: Mulliken charge in e.
CARTESIAN COORDINATES (ANGSTROEM)
O -1.795 -1.563 0.509  -0.5018
C -0.934 -0.519 0.749  -0.5879
C -0.011 -0.258 -0.374  0.9023
O 0.029 -1.016 -1.336  -0.6510
C 0.840 0.963 -0.231  -0.4723
O 1.973 0.972 -1.011  -0.4775
H -1.629 -1.810 -0.423  0.3762
H -0.518 -0.605 1.748  0.3345
H -1.108 0.785 0.988  0.2012
H 0.721 1.064 1.048  0.2092
H 0.351 1.926 -0.349  0.3455
H 2.082 0.060 -1.317  0.3216

2S+1: 1
Energy above the lowest of the compared OMol25 structures with the same formula, charge and spin, kJ/mol: 310.3
LUMO energy, eV: 0.58